{
  "formula": "C3H7BrO2",
  "method": "ωB97M-V/def2-TZVPD",
  "orbital_gap_ev": [8.686, 7.827],
  "lumo_energy_ev": [-0.23, -0.59],
  "homo_energy_ev": [-8.92, -8.41],
  "symbols": ["C", "C", "C", "O", "O", "Br", "H", "H", "H", "H", "H", "H", "H"],
  "positions_angstrom": [[0.271, 1.266, 0.126], [0.329, -1.285, -1.671], [-0.935, 0.279, 0.357], [-0.686, -0.383, 2.703], [-0.720, -0.804, 1.112], [1.656, -0.389, -2.410], [1.235, 0.770, 0.113], [0.201, 1.661, -0.898], [0.224, 2.130, 0.814], [0.608, -2.085, -0.951], [-0.518, -1.324, -2.349], [-1.927, 0.593, 0.046], [0.262, -0.429, 3.008]],
  "atomic_forces_ev_per_a": [[-1.8, -0.4, -0.3], [-1.6, -1.8, 1.0], [3.4, -1.0, 1.4], [0.6, 0.5, 1.7], [-0.7, 1.9, -2.5], [2.2, 1.3, -1.0], [0.0, -0.2, 0.7], [-0.3, 0.1, 0.2], [0.1, -0.5, -0.1], [-0.6, 0.8, -0.7], [-0.2, -0.4, 0.6], [-0.2, -0.4, 0.1], [-1.0, -0.1, -1.0]],
  "mulliken_charge": [-0.969, -0.582, 0.090, -0.419, -0.327, -0.061, 0.313, 0.332, 0.304, 0.306, 0.352, 0.354, 0.307]
}



{
  "formula": "C3H7Cl2NiO5P",
  "method": "ωB97M-V/def2-TZVPD",
  "spin_multiplicity": 3,
  "orbital_gap_ev": [3.798, 3.597],
  "total_charge": -2,
  "lumo_energy_ev": [4.18, 4.18],
  "homo_energy_ev": [0.38, 0.58],
  "symbols": ["Ni", "P", "O", "O", "O", "O", "C", "O", "H", "H", "H", "Cl", "C", "C", "Cl", "H", "H", "H", "H"],
  "positions_angstrom": [[0.452, -1.419, -0.877], [0.968, -3.042, -2.430], [2.095, -2.600, -1.387], [0.270, -1.707, -2.820], [-0.012, -3.387, -1.289], [0.988, -4.339, -3.255], [0.740, -0.857, 2.287], [0.751, -1.708, 1.174], [1.320, -1.343, 3.071], [1.263, 0.078, 2.083], [-0.234, -0.686, 2.746], [-0.109, 1.028, -0.945], [-1.303, 2.361, -0.564], [-1.037, 2.871, 0.796], [0.189, 4.136, 0.959], [-2.303, 1.951, -0.703], [-1.190, 3.186, -1.268], [-0.865, 2.076, 1.522], [-1.984, 3.400, 0.900]],
  "atomic_forces_ev_per_a": [[0.8, -2.7, 1.8], [-0.7, -3.4, 2.4], [1.3, 0.9, -2.3], [0.6, 1.9, -2.3], [-2.9, -0.2, 2.2], [1.4, 2.2, -0.9], [0.7, -1.6, -1.7], [-0.7, 1.4, 0.0], [0.3, -0.1, 0.6], [-0.1, 0.8, 0.1], [-0.7, 0.4, 0.0], [-0.5, 1.0, -0.4], [1.5, -0.9, -1.2], [-1.7, 0.3, 0.4], [0.5, 0.0, -0.2], [0.1, -0.1, 0.4], [0.2, -0.2, -0.3], [-0.1, 0.2, 0.0], [0.0, 0.1, 1.3]],
  "mulliken_charge": [0.088, 1.094, -0.617, -0.631, -0.599, -0.829, -0.719, -0.541, 0.250, 0.168, 0.199, -0.024, -0.487, -0.266, -0.216, 0.254, 0.320, 0.298, 0.259]
}



{
  "formula": "C3H7ClN2",
  "method": "ωB97M-V/def2-TZVPD",
  "smiles": "CN/N=C/CCl",
  "orbital_gap_ev": 9.454,
  "lumo_energy_ev": 0.98,
  "homo_energy_ev": -8.48,
  "symbols": ["C", "N", "N", "C", "C", "Cl", "H", "H", "H", "H", "H", "H", "H"],
  "positions_angstrom": [[1.464, 0.855, 1.708], [0.605, 0.967, 0.540], [-0.093, -0.132, 0.247], [-0.625, -0.166, -0.928], [-1.404, -1.344, -1.429], [-3.017, -1.060, -0.919], [2.062, -0.052, 1.689], [2.094, 1.743, 1.762], [0.830, 0.841, 2.607], [1.174, 1.359, -0.282], [-0.671, 0.757, -1.535], [-1.043, -2.256, -0.970], [-1.377, -1.513, -2.491]],
  "atomic_forces_ev_per_a": [[-0.7, 0.0, 0.5], [1.9, 2.1, -1.1], [-0.6, -1.3, -2.0], [0.5, 0.4, 0.4], [1.6, -0.1, 0.8], [-2.3, 0.0, 0.3], [0.2, -0.1, 0.0], [0.0, -0.1, -0.1], [0.3, -0.1, -0.2], [-1.4, -0.8, 1.5], [0.3, -0.4, 0.1], [0.0, -0.1, 0.2], [0.1, 0.4, -0.5]],
  "mulliken_charge": [-0.742, -0.236, -0.322, -0.246, -0.322, -0.182, 0.314, 0.334, 0.223, 0.295, 0.362, 0.237, 0.286]
}



{
  "formula": "C3H7ClN2",
  "method": "ωB97M-V/def2-TZVPD",
  "smiles": "[H]/N=N\\C=C\\C.Cl",
  "orbital_gap_ev": 9.219,
  "lumo_energy_ev": -0.40,
  "homo_energy_ev": -9.62,
  "symbols": ["H", "N", "N", "C", "C", "C", "H", "H", "H", "H", "H", "Cl", "H"],
  "positions_angstrom": [[-1.504, 1.169, 0.572], [-1.925, 0.403, 0.103], [-1.238, -0.560, -0.191], [0.087, -0.668, 0.054], [1.028, 0.197, -0.312], [2.484, -0.118, -0.035], [0.508, -1.566, 0.283], [0.660, 1.072, -0.827], [2.937, 0.447, 0.708], [3.024, 0.129, -0.961], [2.469, -1.069, 0.380], [-4.915, 0.071, -0.038], [-3.614, 0.492, 0.264]],
  "atomic_forces_ev_per_a": [[1.7, 1.1, 1.0], [-1.4, -0.2, -0.6], [-1.8, -1.2, -0.4], [1.7, 2.3, -0.6], [-0.2, 0.7, 0.7], [-1.7, 1.5, -2.5], [0.1, -2.9, 1.1], [0.5, 0.5, -0.1], [0.5, 1.7, 1.4], [0.3, -1.0, 0.3], [0.7, -2.2, -0.1], [1.1, 0.6, 0.5], [-1.4, -0.9, -0.9]],
  "mulliken_charge": [0.192, -0.312, -0.173, -0.289, 0.029, -1.101, 0.364, 0.369, 0.315, 0.288, 0.339, -0.382, 0.361]
}



{
  "formula": "C3H7ClN2",
  "method": "ωB97M-V/def2-TZVPD",
  "smiles": "ClN1CCCN1",
  "orbital_gap_ev": 9.464,
  "lumo_energy_ev": 1.05,
  "homo_energy_ev": -8.41,
  "symbols": ["Cl", "N", "C", "C", "C", "N", "H", "H", "H", "H", "H", "H", "H"],
  "positions_angstrom": [[-2.611, 0.203, 0.289], [-1.172, -0.055, -0.741], [-0.277, 1.185, -0.268], [1.048, 0.457, 0.023], [0.623, -0.924, 0.456], [-0.426, -1.236, -0.587], [-0.693, 1.639, 0.589], [-0.224, 1.846, -1.087], [1.546, 0.891, 0.812], [1.630, 0.693, -0.845], [1.424, -1.715, 0.288], [0.226, -0.890, 1.535], [-1.094, -2.094, -0.466]],
  "atomic_forces_ev_per_a": [[-0.6, -0.9, 0.6], [0.1, 2.2, -0.8], [0.3, -3.7, -0.5], [-1.5, 0.7, -0.7], [0.0, -2.1, -0.7], [-1.0, -0.5, 1.7], [-0.6, 0.4, 0.8], [0.0, 0.7, -0.8], [1.1, 1.2, 1.9], [0.8, -1.3, -0.6], [-0.9, 1.0, 0.7], [0.6, -0.2, -1.5], [1.8, 2.3, 0.0]],
  "mulliken_charge": [-0.193, -0.246, -0.553, -0.562, -0.361, -0.277, 0.339, 0.342, 0.369, 0.291, 0.322, 0.238, 0.291]
}



{
  "formula": "C3H7ClN2O",
  "method": "ωB97M-V/def2-TZVPD",
  "smiles": "CN(C)C(=O)NCl",
  "orbital_gap_ev": 9.983,
  "lumo_energy_ev": 0.53,
  "homo_energy_ev": -9.45,
  "symbols": ["C", "N", "C", "C", "O", "N", "Cl", "H", "H", "H", "H", "H", "H", "H"],
  "positions_angstrom": [[-0.113, -0.981, 0.119], [0.479, 0.346, -0.069], [-0.465, 1.442, 0.291], [1.783, 0.551, -0.078], [2.306, 1.699, -0.152], [2.509, -0.582, 0.101], [4.264, -0.258, 0.018], [0.126, -1.380, 1.061], [-1.102, -1.026, 0.110], [0.306, -1.649, -0.714], [-0.931, 1.664, -0.609], [-1.286, 1.009, 0.838], [0.152, 2.257, 0.856], [2.354, -1.447, -0.397]],
  "atomic_forces_ev_per_a": [[5.3, -0.6, -2.2], [-3.4, -0.4, 0.8], [2.6, 0.0, 1.3], [1.4, 4.1, -0.4], [-1.3, -2.6, 0.4], [3.5, -0.9, 0.3], [-1.4, -0.6, 0.0], [0.9, -0.7, 1.4], [-4.3, 0.5, -0.7], [-0.8, 0.5, 1.3], [-0.6, 1.7, -1.7], [0.1, -0.1, 1.0], [-1.6, -1.3, -1.4], [-0.3, 0.2, 0.0]],
  "mulliken_charge": [-1.098, 0.047, -0.951, 0.666, -0.676, -0.349, -0.092, 0.412, 0.459, 0.277, 0.351, 0.347, 0.292, 0.316]
}



{
  "formula": "C3H7ClN2O2",
  "method": "ωB97M-V/def2-TZVPD",
  "smiles": "C=[N+]([O-])O.C/N=C/Cl",
  "orbital_gap_ev": 9.829,
  "lumo_energy_ev": 0.55,
  "homo_energy_ev": -9.28,
  "symbols": ["C", "N", "O", "O", "H", "H", "H", "C", "N", "C", "Cl", "H", "H", "H", "H"],
  "positions_angstrom": [[-1.087, -1.316, 1.313], [-1.780, -0.794, 0.338], [-2.303, 0.300, 0.214], [-1.804, -1.642, -0.833], [-0.875, -2.340, 1.430], [-0.712, -0.632, 2.070], [-1.909, -1.170, -1.645], [0.902, 1.198, -0.722], [1.314, -0.022, -0.176], [1.090, -1.170, -0.633], [1.857, -2.557, 0.133], [1.840, 1.816, -0.727], [0.464, 1.499, -1.767], [0.131, 1.600, -0.016], [0.707, -1.516, -1.568]],
  "atomic_forces_ev_per_a": [[-0.6, 1.6, 0.3], [0.9, -0.9, -0.8], [0.2, 0.5, 0.0], [0.0, -2.0, 1.9], [0.3, -0.9, -0.8], [-0.8, 0.0, -0.1], [-0.5, 1.6, -0.3], [-0.5, 3.5, -1.0], [-0.3, -2.9, -0.4], [1.9, 1.0, 0.3], [-0.2, 0.1, 0.2], [-1.0, -0.1, 0.5], [0.5, -1.9, 1.2], [0.9, 0.1, -0.4], [-0.7, 0.3, -0.6]],
  "mulliken_charge": [-0.657, 0.675, -0.626, -0.471, 0.407, 0.303, 0.342, -0.677, -0.320, -0.003, -0.170, 0.311, 0.246, 0.269, 0.370]
}



{
  "formula": "C3H7ClN3",
  "method": "ωB97M-V/def2-TZVPD",
  "smiles": "[H]/N=C(Cl)/C(N)=[NH+]/C",
  "orbital_gap_ev": 10.818,
  "total_charge": 1,
  "lumo_energy_ev": -4.27,
  "homo_energy_ev": -15.09,
  "symbols": ["H", "N", "C", "Cl", "C", "N", "N", "C", "H", "H", "H", "H", "H", "H"],
  "positions_angstrom": [[-3.204, 1.906, -0.090], [-2.267, 1.623, 0.085], [-1.925, 0.431, -0.003], [-2.783, -1.023, 0.094], [-0.126, 0.263, -0.019], [0.546, 1.379, -0.068], [0.306, -0.980, -0.218], [1.756, -1.256, 0.178], [-0.123, 2.091, -0.042], [1.570, 1.410, 0.071], [-0.199, -1.790, -0.555], [1.923, -1.261, 1.303], [2.537, -0.525, -0.400], [1.989, -2.269, -0.337]],
  "atomic_forces_ev_per_a": [[-1.1, 0.0, 0.4], [1.5, -0.7, -1.0], [3.5, 1.2, 0.6], [0.0, -0.2, -0.3], [-4.1, -2.5, -1.9], [1.0, -2.6, 1.0], [3.0, 1.6, 1.8], [1.4, -0.5, -2.4], [-0.6, 2.5, 0.3], [-1.1, 0.5, -0.3], [-0.7, 0.5, 0.5], [-0.4, 0.0, -1.6], [-2.1, -1.5, 1.5], [-0.2, 1.6, 1.4]],
  "mulliken_charge": [0.306, -0.542, 0.551, -0.089, 0.360, -0.272, -0.167, -0.857, 0.246, 0.250, 0.292, 0.302, 0.303, 0.317]
}



Calculated energy above the lowest of the compared OMol25 structures with the same formula, charge and spin, 6.749; 0.000; 1.818; 3.082; 3.089; 1.338; 4.327; 1.619 eV (same order as the records).